[1]
The following is a quantum chemistry calculation of a cluster of 3 separate species, C14H19ClF6O10S in total in a non-equilibrium geometry, from the Open Molecules 2025 dataset.

Structure (XYZ):
```
51
Properties=species:S:1:pos:R:3:forces:R:3:nbo_charge:R:1
O -1.748185 -1.050128 -1.108712 0.26 -0.39 -0.01 -0.539
C -1.053440 -1.044040 -2.063134 0.30 -0.03 -0.13 0.981
O -1.302674 -1.661813 -3.250874 -1.07 0.66 0.00 -0.483
C -0.741888 -0.866838 -4.262734 1.34 -0.92 -0.07 0.096
Cl 0.203114 -1.974542 -5.329108 -0.17 0.28 0.04 -0.055
C 0.211478 0.111511 -3.487637 -1.02 -0.16 -1.91 0.045
C -0.290709 1.549146 -3.671166 -0.08 0.16 0.54 -0.439
C -0.003354 2.586083 -2.558278 0.33 0.16 -0.27 -0.416
C 1.120289 2.332300 -1.553951 -0.32 0.04 -0.01 -0.691
S 2.774634 2.480164 -2.172807 0.61 0.97 1.13 2.371
O 2.837844 3.596703 -3.069182 -0.21 -0.34 -0.41 -0.946
O 3.630056 2.478923 -1.025217 -0.17 -0.39 -0.20 -0.934
O 3.100859 1.154120 -2.985011 -0.26 0.02 -0.33 -0.881
O 0.137003 -0.395079 -2.174138 0.05 0.60 0.35 -0.499
H -1.475007 -0.403104 -4.913579 -0.20 0.02 0.22 0.210
H 1.158926 -0.013771 -3.994060 0.52 -0.11 0.90 0.219
H -1.372649 1.517216 -3.819212 -0.02 0.07 0.07 0.216
H 0.116522 1.923338 -4.612587 0.07 -0.17 -0.04 0.229
H 0.254159 3.530040 -3.043233 -0.13 0.00 -0.04 0.241
H -0.913190 2.796822 -1.996758 0.04 -0.23 0.12 0.230
H 1.026839 1.418786 -0.973745 0.12 -0.13 -0.15 0.269
H 1.115255 3.158558 -0.839514 0.05 0.00 0.02 0.265
H 3.113329 1.395078 -3.926027 0.12 -0.08 0.05 0.514
C -4.023224 -1.446018 0.790034 -0.45 -0.14 0.08 -0.637
C -4.563024 -1.505964 2.201414 0.41 0.16 -0.01 -0.079
O -5.991780 -1.723012 2.218546 -0.07 0.00 0.05 -0.478
C -6.391574 -2.974585 2.071165 0.15 0.10 0.03 0.693
O -5.706506 -3.942930 1.929584 -0.04 -0.07 -0.01 -0.542
C -7.930643 -3.036193 2.152269 -0.03 -0.03 -0.07 0.897
F -8.495316 -2.064938 1.427312 -0.03 -0.01 0.01 -0.309
F -8.323051 -2.889750 3.424904 -0.01 0.01 0.02 -0.311
F -8.374743 -4.205716 1.706889 -0.01 0.00 0.02 -0.300
H -4.554801 -0.687507 0.213973 0.08 0.07 0.02 0.210
H -2.968742 -1.202444 0.806384 0.08 0.03 0.04 0.239
H -4.151877 -2.401033 0.282298 0.08 -0.03 0.02 0.224
H -4.416634 -0.556344 2.711418 -0.16 0.02 0.01 0.194
H -4.069071 -2.279080 2.788295 -0.12 -0.12 -0.04 0.199
C 5.528821 0.285661 1.034747 0.14 -0.13 0.18 -0.641
C 4.325692 0.845404 1.757380 0.00 0.13 -0.47 -0.075
O 4.174358 0.249946 3.066574 -0.07 0.00 0.06 -0.480
C 4.924006 0.758772 4.028792 -0.05 0.03 -0.16 0.693
O 5.710344 1.653798 3.940897 0.05 0.02 0.07 -0.542
C 4.607954 0.044194 5.358754 0.06 -0.04 0.04 0.897
F 4.539115 -1.280755 5.196012 0.00 0.00 0.03 -0.309
F 3.427236 0.468683 5.830936 -0.02 0.00 0.01 -0.312
F 5.542016 0.308902 6.264671 -0.01 0.01 0.01 -0.300
H 5.469816 -0.802214 0.982343 -0.06 0.01 -0.07 0.211
H 5.569665 0.689980 0.024687 -0.04 0.02 0.00 0.235
H 6.452036 0.544189 1.552557 -0.01 0.08 -0.02 0.222
H 3.411700 0.600822 1.222259 -0.06 -0.09 0.13 0.195
H 4.379019 1.928656 1.845572 0.06 0.00 0.15 0.205
```
Positions in Å, forces in eV/Å.

Calculated values
Gap between HOMO and LUMO   11.073 eV
LUMO level   -0.1 eV
Multiplicity   1
Calculated total energy   -74964.102 eV
HOMO energy   -11.2 eV
Maximum force   2.2 eV Å⁻¹
Net charge   0


[2]
The following is a quantum chemistry calculation of a structure of composition C14H19ClN2Ti in a non-equilibrium geometry, from the Open Molecules 2025 dataset.

Structure (XYZ):
```
37
Properties=species:S:1:pos:R:3:forces:R:3:nbo_charge:R:1
C -0.503981 1.005831 1.877856 -2.70 -0.10 1.95 -0.693
C -0.318732 -0.626489 1.969429 -1.53 -0.55 -0.92 -0.741
H 0.377463 1.374105 2.220106 2.57 1.22 1.24 0.233
H -1.281298 1.007211 2.787888 1.95 0.64 -1.82 0.307
H -0.974260 1.846569 1.318187 0.16 -1.42 -1.19 0.277
H -0.153338 -1.709616 1.583610 0.35 2.08 -1.39 0.302
H 0.321697 -0.619355 2.789778 0.86 -0.26 1.63 0.258
H -1.347899 -0.730166 2.233525 -0.36 -1.21 0.74 0.258
C 0.605164 2.763650 -1.648002 0.19 -0.89 -1.67 0.115
C 0.864170 3.564301 -2.765942 -0.17 -1.08 0.34 -0.187
C 1.054717 2.922057 -4.001586 0.01 0.68 0.65 -0.075
C 0.939476 1.548358 -4.144876 0.05 -1.65 -0.21 -0.174
H 0.422349 3.178623 -0.656946 0.20 -0.29 -0.17 0.251
H 0.925355 4.636217 -2.645704 0.02 0.01 -0.15 0.275
H 1.312288 3.539006 -4.846359 0.00 -0.03 -0.27 0.269
H 1.134215 1.012876 -5.088901 -0.23 0.82 0.34 0.256
N 0.552032 1.402117 -1.815213 -0.40 0.45 -0.80 -0.591
C 0.645264 0.743937 -3.044619 0.52 2.14 0.76 0.180
C 0.500476 -0.740880 -3.072344 0.16 -2.28 0.96 0.179
N 0.313767 -1.403063 -1.864614 -0.59 -0.60 -0.42 -0.573
C 0.105472 -2.760431 -1.703804 0.49 1.23 -2.07 0.116
C 0.467192 -2.946520 -4.080485 -0.02 -0.22 0.73 -0.074
C 0.205090 -3.564662 -2.849777 -0.15 0.73 0.84 -0.188
H -0.148817 -3.146641 -0.713200 0.27 0.29 -0.30 0.253
H 0.076597 -4.636688 -2.736182 0.02 0.15 -0.25 0.275
C 0.606139 -1.566037 -4.186982 0.26 1.29 -0.46 -0.172
H 0.851065 -1.060911 -5.128445 -0.29 -0.67 0.16 0.254
H 0.572839 -3.579821 -4.943620 0.02 0.03 -0.31 0.270
Ti 0.285598 -0.017599 -0.488077 -1.43 0.40 2.25 1.811
C -1.841320 -0.084906 -0.244216 -0.17 -0.36 0.47 -1.041
H -2.221870 -1.078335 -0.454029 0.00 -0.40 -0.20 0.240
H -2.223275 0.561105 -1.026347 0.10 0.31 -0.56 0.230
H -2.358197 0.230807 0.672042 0.32 -0.14 -0.39 0.237
Cl 2.930978 0.560456 1.433415 -0.31 0.06 -0.10 0.028
C 2.259060 -0.427055 0.114651 0.35 -0.66 0.48 -0.852
H 2.893444 -0.198187 -0.777201 -0.59 -0.26 0.36 0.236
H 2.393981 -1.492666 0.396486 0.04 0.55 -0.24 0.247
```
Positions in Å, forces in eV/Å.

Calculated values
Gap between HOMO and LUMO (alpha / beta)   6.935 / 6.935 eV
LUMO level (alpha / beta)   -8.7 / -8.7 eV
Multiplicity   1
Calculated total energy   -53424.081 eV
HOMO energy (alpha / beta)   -15.6 / -15.6 eV
Maximum force   3.3 eV Å⁻¹
Net charge   +2


[3]
The following is a quantum chemistry calculation of a structure of composition C14H19F5InNO5PS in a non-equilibrium geometry, from the Open Molecules 2025 dataset.

Structure (XYZ):
```
47
Properties=species:S:1:pos:R:3:forces:R:3:mulliken_charge:R:1
O -0.711032 0.809682 1.872372 0.31 -0.45 0.07 -0.560
P -0.181478 0.217892 0.414769 0.19 0.72 -0.59 0.305
O 1.016131 -0.828740 0.862809 -0.20 0.19 0.07 -0.477
S 0.582005 1.730132 -0.546834 0.16 -0.02 0.08 -0.492
In -2.163850 -0.798027 -0.804129 -1.14 0.12 -0.01 0.835
C -3.265851 -2.118884 0.679671 1.29 -0.24 -0.54 -1.336
C -2.712681 -3.565247 0.749154 -0.70 0.66 0.35 -0.149
C -1.859288 -3.699464 2.006097 -0.58 -0.08 -0.65 -0.904
C -1.188954 -5.029266 2.189378 0.57 0.62 0.51 0.867
F -2.022791 -6.066767 1.973213 -0.01 -0.15 -0.11 -0.311
F -0.775257 -5.118708 3.498149 -0.01 -0.10 -0.05 -0.335
C 0.100589 -5.236371 1.354586 0.43 -0.59 0.17 0.638
F 0.831263 -4.107088 1.317738 -0.34 -0.54 -0.15 -0.222
F 0.870114 -6.197070 1.931369 -0.37 0.46 -0.48 -0.287
F -0.180932 -5.639303 0.104676 0.17 0.36 0.42 -0.242
C -1.832802 -1.936605 -2.651267 0.18 -0.60 -0.28 -1.397
C -0.392040 -2.186591 -2.941118 -0.61 -0.94 0.07 0.164
C 0.349646 -2.884835 -1.891000 0.89 1.46 -0.23 0.201
O 0.504243 -1.463828 -2.182281 0.45 0.91 0.53 -0.375
H -1.229962 0.118971 2.298582 -0.33 0.03 0.15 0.339
H 0.812030 -1.159466 1.741157 0.14 -0.19 0.21 0.301
H -3.289613 0.540861 -1.134325 0.26 -0.07 0.10 -0.385
H -3.173546 -1.685822 1.670923 -0.38 0.24 0.25 0.336
H -4.295720 -2.109351 0.352877 -0.32 0.07 0.07 0.350
H -2.164218 -3.831977 -0.147940 0.14 -0.20 -0.18 0.334
H -3.562813 -4.233319 0.850820 0.03 -0.48 -0.13 0.331
H -1.147580 -2.882246 2.019930 0.43 -0.04 0.11 0.060
H -2.518282 -3.566472 2.856704 -0.07 -0.03 0.29 0.470
H -2.226969 -2.946557 -2.525812 -0.61 -0.04 0.00 0.343
H -2.276830 -1.521952 -3.550366 -0.44 0.32 0.09 0.450
H -0.132828 -2.421877 -3.956739 0.39 0.26 -0.57 0.448
H 1.358726 -3.212032 -2.059677 -0.12 -1.37 0.09 0.336
H -0.198259 -3.082874 -0.986249 0.19 -0.25 0.40 -0.590
C 2.689088 6.361410 1.497725 -0.01 -0.01 -0.01 -0.368
C 2.016233 5.285158 0.938444 0.05 0.10 0.14 -0.350
C 1.977942 5.125650 -0.436871 -0.13 -0.17 -0.04 -0.300
C 2.623434 6.054345 -1.231616 0.01 0.01 0.25 0.029
C 3.295424 7.137101 -0.692797 0.14 0.21 0.02 -0.407
C 3.325577 7.288925 0.682151 -0.05 -0.07 0.06 -0.365
N 2.609070 5.891017 -2.693713 0.01 0.09 0.08 1.044
O 1.999951 4.956269 -3.152253 -0.15 -0.22 -0.10 -0.594
O 3.214008 6.714355 -3.355970 0.11 0.15 -0.11 -0.636
H 2.719973 6.477994 2.573313 -0.01 0.01 0.01 0.369
H 1.520396 4.559671 1.568448 -0.02 -0.07 -0.06 0.458
H 1.449861 4.279789 -0.850593 0.04 -0.02 -0.17 0.292
H 3.789644 7.852373 -1.332282 -0.02 -0.07 -0.11 0.426
H 3.848230 8.129145 1.118775 0.01 0.02 -0.01 0.353
```
Positions in Å, forces in eV/Å.

Calculated values
Gap between HOMO and LUMO   6.474 eV
LUMO level   1.8 eV
Multiplicity   1
Calculated total energy   -65437.878 eV
HOMO energy   -4.7 eV
Maximum force   1.7 eV Å⁻¹
Net charge   -1


[4]
The following is a quantum chemistry calculation of the molecule C14H19N in a non-equilibrium geometry, from the Open Molecules 2025 dataset.

Structure (XYZ):
```
34
Properties=species:S:1:pos:R:3:forces:R:3:nbo_charge:R:1
C 3.841651 0.259910 0.066105 2.21 -0.07 0.54 -0.229
C 3.629144 -1.135839 0.009846 2.59 0.70 1.04 -0.202
C 2.812263 1.161608 0.012492 -1.48 -4.31 -0.01 -0.194
C 2.396300 -1.717116 0.060101 0.03 -0.24 -0.49 -0.293
C 1.511834 0.559736 0.016612 1.24 -0.13 -0.76 -0.139
C 1.288080 -0.889829 0.011499 -1.26 2.71 -0.45 0.245
C -1.079698 -0.409708 -0.109738 5.02 2.25 -1.33 0.255
C -2.351236 -0.426338 -0.064785 -2.05 -0.19 1.52 -0.191
C 0.485554 1.561032 0.021623 -3.19 -2.38 -0.37 0.131
C -3.178855 -1.502731 0.535431 -0.98 -1.20 -0.51 -0.622
C -3.228726 0.676404 -0.485005 -0.01 0.19 0.33 -0.603
C -0.046125 1.872861 1.405991 4.92 2.98 -2.28 -0.629
C 0.450405 2.672038 -1.010715 0.50 -1.01 0.09 -0.677
C -0.431335 -2.682769 -0.572883 4.55 0.09 -0.51 -0.401
N -0.049568 -1.271997 -0.261594 -0.17 -1.38 1.01 -0.454
H 4.889568 0.615762 0.319400 -1.28 -0.47 -0.78 0.207
H 4.583901 -1.731791 0.106039 -1.43 0.37 -0.23 0.213
H 2.925921 2.189111 0.034477 0.24 1.83 0.09 0.210
H 2.369081 -2.788952 0.072223 -0.36 -0.31 0.05 0.220
H -2.649363 -2.448051 0.574869 -0.31 -0.27 -0.12 0.205
H -3.464472 -1.286553 1.545352 -0.01 0.42 0.79 0.212
H -4.175314 -1.597248 0.015802 1.04 -0.21 0.16 0.205
H -3.680712 0.126868 -1.302487 -0.83 1.19 -0.79 0.216
H -3.950733 0.873627 0.294865 -0.58 -0.08 0.13 0.200
H -2.746260 1.627212 -0.658008 0.27 -0.02 -0.78 0.220
H -0.454529 1.099087 1.835310 -2.48 -3.92 2.36 0.219
H -0.607033 2.736006 1.358137 -1.79 1.64 0.21 0.202
H 0.875070 2.144245 1.993644 -0.68 -0.06 -0.09 0.188
H -0.340751 2.628266 -1.746709 -0.74 -0.32 0.24 0.237
H 1.318256 2.669555 -1.696688 0.11 0.35 0.87 0.224
H 0.285284 3.527417 -0.387317 0.35 1.26 -0.38 0.209
H -0.789297 -3.194532 0.298242 -0.59 -0.23 0.23 0.197
H -1.037197 -2.702332 -1.459231 -0.60 -0.07 -0.07 0.218
H 0.598906 -3.214949 -0.832909 -2.27 0.89 0.29 0.201
```
Positions in Å, forces in eV/Å.

Calculated values
Gap between HOMO and LUMO (alpha / beta)   7.482 / 7.431 eV
LUMO level (alpha / beta)   0.8 / 0.8 eV
Multiplicity   1
Calculated total energy   -16310.861 eV
HOMO energy (alpha / beta)   -6.7 / -6.6 eV
Maximum force   6.2 eV Å⁻¹
Net charge   0
ΔE to the lowest compared entry with this formula, charge and spin   448.35 kJ/mol


[5]
The following is a quantum chemistry calculation of a structure of composition C14H20BrOReS4 in a non-equilibrium geometry, from the Open Molecules 2025 dataset.

Structure (XYZ):
```
41
Properties=species:S:1:pos:R:3:forces:R:3:nbo_charge:R:1
Re 0.781022 0.035747 0.394695 -0.21 0.98 -0.16 0.760
C -0.209796 -6.563343 4.195047 0.01 0.02 0.00 -0.595
C -1.318826 -6.020563 3.283746 -0.04 0.00 -0.03 -0.088
C -2.656477 -6.040528 4.034667 -0.01 -0.02 -0.03 -0.597
C -1.434537 -6.925301 2.058672 0.00 -0.03 0.01 -0.610
C -0.971836 -4.586945 2.898291 0.08 0.08 -0.08 0.021
C -0.655093 -4.226874 1.591305 -0.10 0.14 0.28 -0.195
C -0.329644 -2.904578 1.374349 -0.02 -0.16 -0.03 -0.147
Br 0.184450 -2.327042 -0.378130 -0.06 -0.24 -0.15 0.250
C -0.284706 -1.926831 2.347950 -0.15 -0.07 -0.17 0.280
O -0.001472 -0.646990 2.000141 0.58 0.00 -0.08 -0.692
C -0.574901 -2.271533 3.672108 -0.04 -0.19 0.01 -0.029
C -0.920722 -3.598256 3.890267 0.03 -0.05 -0.03 -0.138
C -0.500052 -1.244089 4.794765 -0.12 -0.01 0.12 -0.082
C 0.914076 -0.652247 4.870633 0.03 0.10 -0.10 -0.600
C -1.538004 -0.136589 4.559680 0.03 0.03 -0.06 -0.598
C -0.808287 -1.885854 6.148449 0.03 0.02 0.05 -0.607
H -0.417576 -7.600752 4.454246 -0.02 -0.05 0.02 0.222
H -0.139219 -5.994774 5.122077 0.01 0.02 0.03 0.209
H 0.760322 -6.525114 3.698434 0.02 0.00 -0.02 0.213
H -2.929006 -7.068188 4.272547 0.00 -0.04 0.02 0.222
H -3.455067 -5.611089 3.429718 -0.03 0.01 -0.04 0.216
H -2.607323 -5.490770 4.972806 0.00 0.04 0.05 0.207
H -1.707905 -7.929468 2.379338 -0.01 -0.03 0.00 0.228
H -0.490692 -7.005601 1.518495 0.05 0.00 -0.02 0.208
H -2.204954 -6.580120 1.368235 -0.04 0.02 -0.02 0.212
H -0.673570 -4.934826 0.778672 0.03 -0.04 -0.03 0.237
H -1.160601 -3.894837 4.899441 0.02 -0.02 0.00 0.224
H 1.169082 -0.077055 3.978174 -0.02 -0.06 0.10 0.205
H 1.659304 -1.437009 5.003787 0.02 -0.04 0.00 0.216
H 0.977373 0.016081 5.729168 0.01 0.04 0.02 0.221
H -1.357560 0.397810 3.628854 0.00 0.03 0.00 0.209
H -1.496429 0.584015 5.376492 0.01 0.02 0.03 0.220
H -2.546773 -0.549966 4.527905 -0.01 -0.02 0.00 0.217
H -0.111313 -2.689121 6.389785 0.04 -0.01 0.01 0.214
H -1.824008 -2.278595 6.196134 -0.04 -0.01 -0.02 0.214
H -0.716445 -1.126568 6.923744 0.00 0.02 0.03 0.226
S 0.691440 2.155674 1.012728 -0.18 -0.57 0.04 0.045
S 2.321214 3.236638 0.482155 0.11 0.35 -0.18 0.182
S 3.398452 2.167914 -0.801126 0.27 0.08 -0.03 0.119
S 2.524226 0.289105 -0.929843 -0.27 -0.31 0.43 -0.023
```
Positions in Å, forces in eV/Å.

Calculated values
Gap between HOMO and LUMO (alpha / beta)   5.956 / 6.459 eV
LUMO level (alpha / beta)   -5.9 / -5.5 eV
Multiplicity   2
Calculated total energy   -132397.522 eV
HOMO energy (alpha / beta)   -11.8 / -11.9 eV
Maximum force   1.0 eV Å⁻¹
Net charge   +1
ΔE to the lowest compared entry with this formula, charge and spin   0.00 kJ/mol
<S²>   1.228


- multiplicity of number 4 (C14H19N)?
  1